C14H38FN3O4Pd | wB97M-V/def2-TZVPD

```
61
C14H38FN3O4Pd (wB97M-V/def2-TZVPD)
Pd -1.003 -8.737 4.953
F -0.600 -9.443 6.907
C -0.839 -8.639 0.657
C -1.978 -8.248 1.595
O -1.643 -8.236 2.927
H -0.394 -9.595 0.940
H -0.059 -7.872 0.643
H -1.227 -8.738 -0.363
H -2.811 -8.964 1.446
H -2.388 -7.285 1.239
C -4.979 -11.010 6.038
C -4.037 -10.491 4.957
C -4.801 -9.965 3.761
O -5.710 -8.971 4.132
C -6.674 -8.760 3.142
N -3.219 -9.390 5.530
H -5.632 -11.803 5.661
H -5.645 -10.202 6.352
H -4.462 -11.393 6.918
H -3.415 -11.334 4.660
H -5.270 -10.821 3.255
H -4.073 -9.613 3.017
H -7.305 -9.648 3.037
H -6.292 -8.534 2.137
H -7.286 -7.894 3.389
H -3.246 -9.447 6.544
H -3.705 -8.522 5.312
C 3.144 -8.953 3.092
C 1.662 -9.111 3.462
C 1.331 -10.539 3.866
O -0.009 -10.653 4.272
C -0.440 -11.964 4.558
N 1.249 -8.148 4.488
H 3.716 -9.530 3.826
H 3.421 -7.902 3.062
H 3.412 -9.377 2.122
H 1.023 -8.894 2.598
H 2.005 -10.791 4.700
H 1.521 -11.208 3.023
H -1.508 -12.050 4.376
H -0.143 -12.204 5.580
H -0.023 -12.699 3.858
H 1.433 -7.209 4.143
H 1.878 -8.215 5.293
C -2.256 -6.708 7.813
C -1.474 -5.919 6.762
C 0.007 -5.902 7.114
O 0.171 -5.030 8.212
C 1.538 -4.913 8.558
N -1.673 -6.594 5.460
H -1.930 -7.752 7.779
H -3.328 -6.668 7.597
H -2.120 -6.288 8.809
H -1.896 -4.910 6.717
H 0.572 -5.506 6.252
H 0.345 -6.929 7.299
H 1.625 -4.134 9.314
H 2.108 -4.549 7.693
H 1.977 -5.849 8.909
H -2.646 -6.486 5.166
H -1.259 -5.972 4.756
```

Results
* M: 437.893 g/mol
* F_max: 1.7 eV Å⁻¹
* orbital gap (alpha / beta): 7.74 / 7.56 eV
* energy above the lowest of the compared OMol25 structures with the same formula, charge and spin: 56.5 kJ/mol
* E_tot: -33989.1921 eV
* multiplicity: 3
* net charge: 0

C26H71N3O8 | wB97M-V/def2-TZVPD

```
108
C26H71N3O8 (wB97M-V/def2-TZVPD)
C 3.360 -1.811 5.606
O 3.341 -1.322 4.326
C 2.630 -0.120 4.289
C 2.425 0.365 2.888
C 3.771 0.624 2.197
N 1.623 1.551 2.971
H 2.337 -1.771 6.072
H 3.928 -1.160 6.270
H 3.643 -2.843 5.558
H 1.637 -0.239 4.795
H 3.203 0.629 4.877
H 1.884 -0.428 2.388
H 4.264 1.489 2.628
H 3.601 0.874 1.162
H 4.416 -0.249 2.247
H 0.651 1.389 3.255
H 1.592 2.030 2.076
C -1.436 0.110 2.748
O -1.328 0.850 3.942
C -1.594 0.007 5.054
C -1.726 0.849 6.283
C -0.358 1.393 6.575
N -1.987 -0.116 7.354
H -1.226 0.800 1.937
H -2.442 -0.306 2.667
H -0.703 -0.694 2.758
H -2.472 -0.641 4.936
H -0.733 -0.692 5.071
H -2.418 1.678 6.133
H 0.267 0.616 7.020
H -0.267 2.223 7.292
H 0.126 1.674 5.660
H -2.068 0.438 8.209
H -2.885 -0.580 7.227
C 0.414 4.321 0.950
O -0.941 3.883 0.778
C -1.542 4.450 -0.333
C -3.022 4.266 -0.286
C -3.361 2.796 -0.130
N -3.547 4.747 -1.507
H 0.732 3.838 1.878
H 0.366 5.443 1.046
H 1.005 4.109 0.046
H -1.225 5.544 -0.421
H -1.133 3.964 -1.206
H -3.407 4.814 0.607
H -2.814 2.235 -0.904
H -4.389 2.498 -0.293
H -2.997 2.359 0.814
H -3.573 5.773 -1.403
H -4.541 4.576 -1.566
C 3.213 -4.579 -1.970
C 2.504 -5.725 -1.266
C 1.068 -5.398 -1.007
O 2.675 -6.951 -1.957
H 4.222 -4.776 -2.293
H 3.198 -3.729 -1.288
H 2.788 -4.172 -2.897
H 3.034 -5.879 -0.298
H 0.505 -5.187 -1.920
H 1.124 -4.428 -0.481
H 0.530 -6.039 -0.278
H 2.180 -6.986 -2.785
C 1.888 2.908 -3.612
C 1.970 1.684 -4.562
C 3.019 1.883 -5.581
O 2.177 0.511 -3.785
H 1.024 2.771 -2.905
H 1.743 3.870 -4.105
H 2.814 2.998 -3.024
H 0.959 1.630 -5.025
H 3.987 2.000 -5.118
H 2.867 2.764 -6.186
H 3.073 1.038 -6.308
H 2.047 -0.259 -4.386
C -4.003 -1.702 -0.964
C -4.840 -1.058 -2.076
C -4.144 0.084 -2.851
O -5.108 -2.093 -2.964
H -3.182 -2.263 -1.423
H -4.616 -2.341 -0.308
H -3.622 -0.913 -0.305
H -5.800 -0.662 -1.675
H -3.243 -0.281 -3.346
H -3.772 0.854 -2.148
H -4.758 0.505 -3.648
H -5.782 -2.647 -2.557
C -0.505 0.842 -1.107
C 0.835 0.203 -0.614
C 0.879 -1.249 -1.208
O 1.982 1.017 -0.855
H -1.377 0.364 -0.639
H -0.721 0.710 -2.164
H -0.621 1.883 -0.782
H 0.713 0.158 0.475
H 0.767 -1.243 -2.280
H 0.007 -1.758 -0.750
H 1.706 -1.879 -0.937
H 2.113 1.014 -1.799
C -0.741 -2.098 -4.736
C 0.397 -3.130 -4.656
O 1.611 -2.500 -5.168
H -1.660 -2.576 -4.392
H -0.878 -1.690 -5.726
H -0.505 -1.208 -4.104
H 0.209 -4.018 -5.263
H 0.575 -3.524 -3.637
H 2.400 -2.984 -4.899
```

Results
* SMILES: COC[C@H](C)N.COC[C@H](C)N.COC[C@H](C)N.CC(C)O.CC(C)O.CC(C)O.CC(C)O.CCO
* M: 553.867 g/mol
* F_max: 2.6 eV Å⁻¹
* orbital gap: 9.38 eV
* energy above the lowest of the compared OMol25 structures with the same formula, charge and spin: 0.0 kJ/mol
* E_tot: -48960.8759 eV
* net charge: 0

C22H26N2O3 | wB97M-V/def2-TZVPD

```
53
C22H26N2O3 (wB97M-V/def2-TZVPD)
C 1.282 -5.611 3.883
O 1.013 -4.333 3.329
C 0.972 -3.315 4.204
O 1.166 -3.457 5.386
C 0.672 -2.016 3.555
C 0.604 -0.878 4.356
C 0.311 0.349 3.792
C 0.091 0.449 2.428
C 0.179 -0.678 1.618
C -0.136 -0.550 0.156
O -1.260 -0.269 -0.215
N 0.884 -0.784 -0.703
C 2.271 -0.951 -0.341
C 3.072 0.294 -0.731
C 2.884 0.606 -2.215
C 1.401 0.690 -2.596
N 0.820 1.891 -2.045
C -0.468 2.306 -2.356
C -1.136 3.143 -1.464
C -2.386 3.637 -1.768
C -3.021 3.318 -2.960
C -4.385 3.859 -3.266
C -2.362 2.480 -3.861
C -3.010 2.104 -5.159
C -1.103 1.987 -3.553
C 0.673 -0.586 -2.120
C 0.458 -1.914 2.184
H 1.273 -6.311 3.052
H 2.256 -5.613 4.378
H 0.517 -5.876 4.616
H 0.776 -0.983 5.417
H 0.247 1.229 4.414
H -0.158 1.401 1.983
H 2.358 -1.136 0.730
H 2.664 -1.822 -0.879
H 4.129 0.127 -0.518
H 2.742 1.138 -0.120
H 3.372 1.549 -2.464
H 3.349 -0.185 -2.808
H 1.324 0.749 -3.687
H 1.027 2.014 -1.063
H -0.665 3.404 -0.525
H -2.886 4.281 -1.057
H -4.371 4.451 -4.181
H -5.099 3.048 -3.407
H -4.738 4.489 -2.453
H -2.363 1.455 -5.744
H -3.951 1.584 -4.980
H -3.232 2.993 -5.749
H -0.617 1.340 -4.269
H -0.401 -0.484 -2.285
H 1.049 -1.458 -2.666
H 0.499 -2.799 1.567
```

Results
* SMILES: COC(=O)c1cccc(C(=O)N2CCC[C@H](Nc3ccc(C)c(C)c3)C2)c1
* M: 366.461 g/mol
* F_max: 0.6 eV Å⁻¹
* orbital gap: 7.86 eV
* energy above the lowest of the compared OMol25 structures with the same formula, charge and spin: 69.9 kJ/mol
* E_tot: -32360.1028 eV
* net charge: 0

C16H16N4O3S | wB97M-V/def2-TZVPD

```
40
C16H16N4O3S (wB97M-V/def2-TZVPD)
H -6.027 -0.143 1.112
N -5.770 -0.009 0.131
C -4.528 -0.079 -0.203
N -4.325 0.100 -1.560
C -3.429 -0.276 0.777
C -3.680 -0.772 2.048
C -2.596 -1.092 2.907
C -1.255 -0.904 2.492
C -0.188 -1.220 3.343
C 1.119 -0.952 2.951
C 1.390 -0.374 1.690
O 2.698 -0.178 1.316
C 3.541 -1.351 1.516
C 0.307 -0.067 0.822
C 0.649 0.552 -0.456
C 0.092 1.788 -0.972
N 0.630 2.035 -2.171
N 1.570 1.061 -2.415
S 2.720 0.927 -3.792
C 4.133 1.980 -3.343
O 3.197 -0.455 -3.996
O 2.168 1.406 -5.062
C 1.573 0.160 -1.361
C -1.000 -0.317 1.221
C -2.121 -0.042 0.397
H -3.579 -0.384 -2.043
H -5.199 0.194 -2.074
H -4.690 -0.933 2.359
H -2.893 -1.492 3.890
H -0.404 -1.556 4.331
H 1.908 -1.164 3.617
H 2.954 -2.282 1.526
H 4.225 -1.388 0.671
H 4.132 -1.257 2.468
H -0.694 2.379 -0.524
H 4.928 1.883 -4.093
H 3.787 3.015 -3.287
H 4.487 1.637 -2.365
H 2.144 -0.749 -1.250
H -1.976 0.318 -0.617
```

Results
* SMILES: [H]/N=C(/N)c1ccc2ccc(OC)c(-c3cnn(S(C)(=O)=O)c3)c2c1
* M: 344.396 g/mol
* F_max: 4.3 eV Å⁻¹
* orbital gap: 8.06 eV
* energy above the lowest of the compared OMol25 structures with the same formula, charge and spin: 431.7 kJ/mol
* E_tot: -39787.2729 eV
* net charge: 0

Question: Among the records above, which one has the lowest F_max?
Answer: C22H26N2O3

Question: Which of these has the highest F_max?
Answer: C16H16N4O3S

Question: What is the formula in the third record?
Answer: C22H26N2O3